Record 1
Density functional theory data (wB97M-V/def2-TZVPD) for a gas-phase ion, C4H12NO (charge +1) in a non-equilibrium geometry.

Last column: Mulliken charge in e.
Atoms and positions in Å:
O 0.44143 -1.92077 1.27453  -0.545
C 0.42920 -0.58842 1.84075  -0.466
C -0.45113 0.06686 0.71333  -0.530
N 0.21920 -0.23144 -0.55469  -0.201
C -0.49716 0.53572 -1.65153  -0.309
C -0.27361 2.05136 -1.56149  -1.168
H 1.25658 -2.40280 1.46178  0.322
H 0.10422 -0.75167 2.89924  0.305
H 1.46056 -0.21862 1.85252  0.319
H -1.47292 -0.51888 0.75967  0.347
H -0.62216 1.16392 0.80694  0.384
H 0.44350 -1.25058 -0.72903  0.452
H 1.16703 0.14206 -0.51923  0.337
H -0.06085 0.21157 -2.64218  0.340
H -1.58866 0.36944 -1.54561  0.325
H -0.71357 2.55854 -2.40758  0.376
H -1.01423 2.38970 -0.85802  0.381
H 0.76426 2.24376 -1.28821  0.332

Summary:
Spin multiplicity: 1
HOMO energy (hartree): -0.5573
Kohn-Sham gap (eV): 12.0
ΔE to the lowest compared entry with this formula, charge and spin (kcal/mol): 39.5
Total charge: +1
LUMO (eV): -3.1760

=====

Record 2
Density functional theory data (wB97M-V/def2-TZVPD) for a gas-phase ion, C4H12NO (charge +1) in a non-equilibrium geometry.

Last column: Mulliken charge in e.
Atoms and positions in Å:
O 0.11570 -2.07151 1.31284  -0.513
C 1.24420 -1.21953 1.18974  -0.476
C 0.58672 0.21118 1.00950  -0.636
N -0.17285 0.12349 -0.30360  -0.257
C -1.01686 1.35766 -0.80814  -0.156
C -0.78776 1.69390 -2.25067  -1.323
H 0.39227 -2.87216 1.77627  0.321
H 2.02104 -1.19629 1.95300  0.418
H 1.72943 -1.35014 0.19972  0.271
H -0.19137 0.09881 1.73887  0.405
H 1.39500 0.93398 0.99529  0.433
H -0.81235 -0.71847 -0.20990  0.418
H 0.45888 -0.10109 -1.07422  0.365
H -2.08449 1.03940 -0.69628  0.244
H -0.80742 2.14958 -0.05947  0.327
H -1.32566 2.59755 -2.54297  0.375
H 0.16819 2.00242 -2.59958  0.423
H -1.11448 0.88850 -2.94095  0.361

Summary:
Spin multiplicity: 1
HOMO energy (hartree): -0.5544
Kohn-Sham gap (eV): 12.1
ΔE to the lowest compared entry with this formula, charge and spin (kcal/mol): 33.4
Total charge: +1
LUMO (eV): -2.9807